# 1
{"formula": "C6H9N2O2", "method": "the ωB97M-V functional and the def2-TZVPD basis", "species": ["C", "C", "C", "C", "N", "N", "H", "H", "H", "H", "H", "H", "C", "C", "O", "O", "H", "H", "H"], "coordinates": [[-0.891, -0.427, -3.759], [-1.665, -0.089, -0.315], [0.110, -0.721, -1.388], [-0.899, -0.429, -2.277], [-0.390, -0.482, -0.147], [-2.020, -0.046, -1.587], [0.150, -0.450, 0.750], [-2.349, -0.009, 0.510], [1.126, -0.980, -1.636], [-0.818, 0.554, -4.208], [-1.790, -0.869, -4.203], [-0.099, -1.037, -4.216], [1.440, 1.364, 3.146], [1.239, -0.162, 3.264], [0.566, -0.713, 2.342], [1.771, -0.695, 4.245], [1.105, 1.778, 2.195], [2.501, 1.558, 3.317], [0.914, 1.854, 3.965]], "e_homo_ev": -4.79, "multiplicity": 1, "charge": -1, "gap_ev": 8.3280}

---

# 2
{"formula": "CH2NO2P", "method": "the ωB97M-V functional and the def2-TZVPD basis", "species": ["C", "N", "O", "O", "P", "H", "H"], "coordinates": [[-0.645, 0.593, 0.471], [0.560, 1.038, 0.194], [-0.816, -0.568, 0.857], [3.069, -0.078, 0.223], [1.635, -0.144, 0.104], [-1.532, 1.148, 0.193], [1.366, -1.139, -0.714]], "e_homo_ev": -10.59, "multiplicity": 1, "charge": 0, "gap_ev": 9.2954}

---

# 3
{"formula": "C7H12N3O4", "method": "the ωB97M-V functional and the def2-TZVPD basis", "species": ["C", "C", "C", "C", "C", "C", "C", "N", "N", "N", "O", "O", "O", "O", "H", "H", "H", "H", "H", "H", "H", "H", "H", "H", "H", "H"], "coordinates": [[-1.230, 1.682, 0.575], [-1.749, 0.588, 0.090], [1.121, 0.882, 0.290], [-0.496, -0.746, -0.768], [-0.763, -0.660, -2.189], [3.497, 0.578, 0.262], [-0.474, -1.865, 1.326], [0.185, 1.695, 0.823], [0.803, -0.142, -0.468], [-3.110, 0.236, 0.034], [-3.689, -0.203, -0.890], [-3.638, 0.554, 1.065], [2.311, 1.315, 0.518], [-0.708, -1.946, -0.124], [-1.892, 2.361, 1.076], [-0.202, -1.451, -2.611], [-0.548, 0.347, -2.666], [-1.736, -0.927, -2.361], [3.613, -0.304, 0.866], [4.223, 1.337, 0.333], [3.766, 0.220, -0.737], [-1.219, -2.521, 1.745], [-0.702, -0.834, 1.604], [0.538, -2.146, 1.760], [0.547, 2.515, 1.390], [1.551, -0.565, -0.946]], "e_homo_ev": -13.44, "multiplicity": 1, "charge": 1, "gap_ev": 9.4684}

---

# 4
{"formula": "C3H5N3OS", "method": "the ωB97M-V functional and the def2-TZVPD basis", "species": ["C", "C", "C", "H", "H", "H", "H", "H", "N", "N", "N", "O", "S"], "coordinates": [[-0.916, 0.123, -0.826], [-0.787, -0.774, 0.441], [0.747, -0.908, 2.325], [1.237, 1.469, -2.711], [-0.694, 1.444, -2.937], [-1.880, 0.314, -1.374], [1.031, 0.240, 0.630], [-0.092, -1.462, 2.703], [0.290, 1.437, -2.309], [0.280, 0.603, -1.224], [0.416, -0.458, 1.089], [-1.686, -1.441, 0.890], [2.051, -0.588, 3.304]], "smiles": "N/N=C/C(=O)NC=S", "e_homo_ev": -8.62, "multiplicity": 1, "charge": 0, "gap_ev": 8.1876}

---

# 5
{"formula": "C34H42F6N2SSbSi3Ti", "method": "the ωB97M-V functional and the def2-TZVPD basis", "species": ["Ti", "C", "Sb", "C", "C", "C", "C", "C", "C", "N", "Si", "C", "C", "C", "C", "C", "C", "C", "C", "C", "N", "Si", "C", "C", "C", "Si", "C", "C", "C", "H", "H", "H", "H", "H", "H", "H", "H", "H", "H", "H", "H", "H", "H", "H", "H", "H", "H", "H", "H", "H", "H", "H", "H", "H", "H", "H", "H", "H", "H", "H", "H", "H", "H", "H", "H", "H", "H", "F", "C", "C", "F", "C", "F", "C", "S", "C", "F", "C", "F", "F", "C", "C", "C", "C", "C", "C", "H", "H", "H", "H"], "coordinates": [[-0.188, 1.254, -0.111], [-2.489, -3.313, -0.093], [-1.041, -1.968, 0.788], [-1.874, -0.048, 0.372], [-2.443, 0.403, -0.912], [-3.380, -0.240, -1.732], [-3.833, 0.403, -2.863], [-3.337, 1.663, -3.200], [-2.381, 2.231, -2.385], [-1.964, 1.610, -1.277], [-2.898, 0.522, 1.822], [-4.167, -0.802, 2.290], [-1.877, 0.870, 3.356], [-3.856, 2.071, 1.350], [0.680, -2.329, -0.589], [1.425, -1.051, -0.884], [2.779, -0.873, -0.816], [3.374, 0.337, -1.271], [2.591, 1.271, -1.910], [1.217, 1.060, -2.020], [0.624, -0.039, -1.392], [1.670, -3.594, 0.436], [3.021, -4.506, -0.525], [0.543, -4.954, 1.106], [2.456, -2.792, 1.944], [0.261, -2.971, -2.335], [1.788, -2.825, -3.429], [-1.060, -1.993, -3.255], [-0.300, -4.775, -2.375], [-3.443, -3.105, 0.394], [-2.205, -4.343, 0.128], [-2.608, -3.199, -1.168], [-3.752, -1.216, -1.448], [-4.578, -0.071, -3.492], [-3.676, 2.183, -4.085], [-1.903, 3.186, -2.581], [-3.673, -1.736, 2.572], [-4.842, -1.016, 1.456], [-4.777, -0.488, 3.142], [-1.359, -0.030, 3.697], [-2.537, 1.198, 4.165], [-1.126, 1.646, 3.197], [-4.596, 1.857, 0.573], [-3.205, 2.865, 0.982], [-4.393, 2.453, 2.223], [3.416, -1.656, -0.431], [4.437, 0.491, -1.149], [3.014, 2.171, -2.340], [0.612, 1.617, -2.723], [2.623, -5.102, -1.348], [3.514, -5.194, 0.169], [3.787, -3.847, -0.934], [-0.080, -5.437, 0.355], [-0.103, -4.589, 1.907], [1.188, -5.726, 1.541], [2.890, -1.812, 1.743], [3.246, -3.443, 2.331], [1.715, -2.664, 2.736], [2.027, -1.774, -3.608], [1.557, -3.288, -4.394], [2.679, -3.305, -3.026], [-0.981, -0.927, -3.038], [-2.081, -2.318, -3.052], [-0.879, -2.129, -4.326], [0.389, -5.482, -1.916], [-0.403, -5.058, -3.428], [-1.280, -4.901, -1.908], [0.566, 6.739, 3.520], [0.529, 6.243, 2.271], [-0.159, 5.079, 1.992], [-0.790, 4.415, 2.971], [-0.182, 4.610, 0.695], [-0.861, 3.438, 0.487], [0.458, 5.209, -0.385], [0.467, 4.485, -1.952], [1.142, 6.386, -0.052], [1.812, 7.064, -0.997], [1.181, 6.890, 1.234], [1.854, 8.024, 1.496], [4.674, 2.243, 3.831], [3.602, 2.060, 3.010], [2.703, 1.058, 3.306], [1.608, 0.893, 2.460], [1.395, 1.686, 1.327], [2.360, 2.676, 1.080], [3.456, 2.880, 1.910], [2.862, 0.433, 4.175], [0.904, 0.102, 2.708], [2.274, 3.300, 0.194], [4.191, 3.650, 1.711]], "e_homo_ev": [-3.23, -3.33], "multiplicity": 1, "charge": -1, "gap_ev": [5.5414, 5.6547]}

---

# 6
{"formula": "C2F3MgNO4S2Yb", "method": "the ωB97M-V functional and the def2-TZVPD basis", "species": ["O", "C", "O", "Mg", "Yb", "N", "S", "S", "O", "O", "C", "F", "F", "F"], "coordinates": [[-0.213, -0.298, 3.627], [0.286, -1.306, 3.172], [1.384, -1.861, 3.034], [-0.017, -2.716, 1.221], [1.695, 0.750, 1.626], [-0.159, -1.018, -0.653], [1.631, -1.069, -0.469], [-0.791, 0.425, -0.676], [-0.078, 1.387, 0.244], [-2.239, 0.385, -0.563], [-0.432, 1.194, -2.347], [0.850, 1.490, -2.452], [-0.769, 0.337, -3.292], [-1.147, 2.298, -2.472]], "e_homo_ev": [-12.10, -12.07], "multiplicity": 2, "charge": 1, "gap_ev": [6.1373, 5.3546], "s2": 0.753}

---

Energy relative to the best compared isomer or geometry (same formula, charge and spin), respectively: 20.4, 138.1, 333.4, 240.6, 108.2, 195.4 kJ/mol.